No. 1
Formula: C5H5GdO
Source: the OMol25 dataset
Level of theory: the ωB97M-V functional and the def2-TZVPD basis

Values from the calculation:
HOMO level (alpha / beta): -16.59 / -16.91 eV
lowest unoccupied orbital energy (alpha / beta): -0.3553 / -0.3393 Eh
net charge: +2
multiplicity: 8
orbital gap (alpha / beta): 6.92 / 7.68 eV

Last column: Mulliken charge in e.
Positions of all 12 atoms, in Å:
1 C -0.16615 1.68796 1.36799  -0.648
2 C -0.80386 2.78401 0.98756  -0.447
3 C 0.87255 2.32090 0.52613  0.630
4 O 1.31124 1.65245 -0.51860  -0.502
5 Gd 0.77415 -0.55467 -0.57859  1.875
6 H -1.35977 1.87667 2.03245  0.524
7 H -0.98169 3.82204 1.27447  0.407
8 H 1.60017 3.03068 0.95776  0.449
9 C 0.02399 -2.98947 -1.27326  -0.632
10 C -0.32334 -4.19159 -1.52863  -0.257
11 H 0.27848 -4.83012 -2.19174  0.303
12 H -1.22578 -4.60886 -1.05555  0.297

No. 2
Formula: C4H10N2
Source: the OMol25 dataset
Level of theory: the ωB97M-V functional and the def2-TZVPD basis

Values from the calculation:
HOMO level: -8.50 eV
lowest unoccupied orbital energy: -0.0816 Eh
net charge: 0
energy relative to the best compared isomer or geometry (same formula, charge and spin): 5.773 eV
orbital gap: 6.28 eV

Last column: Mulliken charge in e.
Positions of all 16 atoms, in Å:
1 C 0.50843 1.59176 -0.99845  -0.992
2 C 0.18217 1.20746 0.42125  -0.585
3 C -0.54579 -0.16567 0.65174  0.202
4 C 0.19030 -1.52942 0.02691  -0.516
5 N 0.44460 -1.57040 -1.34027  -0.514
6 N -0.72805 -0.31733 1.99205  -0.694
7 H 0.52204 0.65321 -1.60427  0.282
8 H 1.53007 1.95505 -1.14399  0.291
9 H -0.22313 2.22891 -1.48601  0.317
10 H -0.54984 1.94011 0.76420  0.258
11 H 0.95633 1.23741 1.19408  0.419
12 H 1.13350 -1.54226 0.59275  0.303
13 H -0.07535 -2.41048 -1.61373  0.251
14 H -0.32936 -2.43423 0.36302  0.395
15 H -1.58839 -0.83716 2.18401  0.261
16 H -1.42753 -0.00696 -0.00328  0.319

No. 3
Formula: C5H12O2
Source: the OMol25 dataset
Level of theory: the ωB97M-V functional and the def2-TZVPD basis

Values from the calculation:
HOMO level: -9.49 eV
lowest unoccupied orbital energy: 0.0340 Eh
net charge: 0
energy relative to the best compared isomer or geometry (same formula, charge and spin): 3.534 eV
SMILES: C=CCCCO.O
orbital gap: 10.41 eV

Last column: Mulliken charge in e.
Positions of all 19 atoms, in Å:
1 C 2.25975 2.34305 0.00719  -0.735
2 C 2.63882 1.25498 -0.62858  -0.235
3 C 2.17157 -0.13660 -0.36659  -0.475
4 C 0.75830 -0.43725 -0.05773  -0.264
5 C 0.64195 -1.89488 0.59545  -0.475
6 O -0.64242 -2.41819 0.25689  -0.513
7 H 2.76035 3.32661 0.10158  0.275
8 H 1.66645 2.41591 1.06766  0.136
9 H 3.59783 1.32863 -1.16904  0.273
10 H 2.86441 -0.41656 0.38504  0.345
11 H 2.51655 -0.79857 -1.24947  0.285
12 H 0.43862 0.25763 0.64529  0.210
13 H -0.00390 -0.63550 -0.87679  0.257
14 H 0.87288 -2.03758 1.70428  0.312
15 H 1.39212 -2.57391 0.18330  0.301
16 H -0.84676 -3.10683 0.89337  0.302
17 O -5.95840 1.44932 -0.06201  -0.643
18 H -6.45618 2.00628 -0.84657  0.331
19 H -6.81808 1.20897 0.30394  0.312

No. 4
Formula: C20H53BF13NO17S
Source: the OMol25 dataset
Level of theory: the ωB97M-V functional and the def2-TZVPD basis

Values from the calculation:
HOMO level: -9.68 eV
lowest unoccupied orbital energy: -0.0554 Eh
net charge: 0
orbital gap: 8.18 eV

Last column: Mulliken charge in e.
Positions of all 106 atoms, in Å:
1 C 4.33547 2.73901 -2.32119  -0.845
2 B 3.71482 1.69151 -1.33856  1.168
3 O 3.79959 1.95336 0.00516  -0.578
4 N 2.90966 0.40851 -1.83313  -0.554
5 C 3.55774 -0.18231 -3.15760  0.432
6 O 2.82074 -0.73177 -3.97017  -0.576
7 O 4.77088 -0.11870 -3.24065  -0.493
8 C 3.00203 -0.70418 -0.84910  0.937
9 F 4.32243 -0.77573 -0.52034  -0.253
10 F 2.79364 -1.91087 -1.38950  -0.276
11 C 2.22245 -0.65813 0.50337  0.037
12 F 1.45580 0.41256 0.76098  -0.215
13 F 1.43120 -1.76287 0.60118  -0.205
14 S 1.33607 1.08143 -2.28479  1.279
15 O 1.46036 1.72835 -3.54720  -0.653
16 O 1.07742 2.15783 -1.36623  -0.634
17 C -0.07261 -0.11839 -2.48190  0.392
18 F -0.11961 -0.39342 -3.78604  -0.247
19 F 0.07273 -1.30986 -1.88293  -0.163
20 C -1.48781 0.49661 -2.14439  0.548
21 F -1.49588 1.73679 -2.69153  -0.276
22 F -2.38135 -0.20234 -2.84778  -0.266
23 C -1.86865 0.65947 -0.64894  0.803
24 F -1.50543 1.83990 -0.13320  -0.274
25 F -1.41448 -0.29251 0.18071  -0.265
26 C -3.44817 0.64330 -0.50619  0.624
27 F -3.96375 -0.57770 -0.60726  -0.270
28 F -4.00442 1.55575 -1.30091  -0.285
29 F -3.68788 1.04420 0.75826  -0.315
30 H 4.45084 2.38342 -3.35250  0.243
31 H 3.66226 3.61658 -2.35312  0.281
32 H 5.32819 3.08105 -1.98308  0.327
33 H 4.74866 2.01808 0.19795  0.282
34 H 2.93872 -0.76197 1.33284  0.313
35 C -6.13425 -0.59417 2.72321  -0.331
36 O -5.20729 -1.35019 1.94260  -0.518
37 H -6.60771 -1.24846 3.44954  0.110
38 H -5.60528 0.20529 3.25062  0.253
39 H -6.89965 -0.16888 2.07182  0.158
40 H -4.80878 -0.73422 1.31761  0.281
41 C -7.72012 -0.67273 -1.04267  -0.628
42 O -7.53600 0.52104 -0.28184  -0.444
43 H -6.76138 -1.17640 -1.14103  0.202
44 H -8.42415 -1.33605 -0.53505  0.305
45 H -8.10001 -0.42045 -2.03503  0.252
46 H -8.39579 0.94507 -0.20972  0.253
47 C 5.07607 2.77420 -6.71667  -0.680
48 O 4.77603 1.98350 -5.57276  -0.378
49 H 5.49652 3.71948 -6.38020  0.248
50 H 5.80591 2.26181 -7.34888  0.247
51 H 4.16632 2.97015 -7.29046  0.266
52 H 4.40561 1.15128 -5.88385  0.237
53 C 8.05333 -1.15183 -3.03520  -0.553
54 O 8.07911 0.01500 -2.22123  -0.441
55 H 9.03544 -1.61810 -3.00045  0.235
56 H 7.30346 -1.84739 -2.65227  0.244
57 H 7.81332 -0.87720 -4.06471  0.251
58 H 7.19902 0.40433 -2.27076  0.257
59 C -6.95591 1.90323 -3.84004  -0.116
60 O -5.53436 1.90477 -3.85188  -0.468
61 H -7.31604 1.85368 -4.86522  0.272
62 H -7.30976 1.02918 -3.29120  -0.123
63 H -7.32916 2.81710 -3.37037  0.257
64 H -5.24168 1.94187 -2.93557  0.320
65 C 12.00881 -0.04464 -1.62463  -0.437
66 O 10.82632 -0.59045 -1.05861  -0.468
67 H 12.77153 -0.82005 -1.67004  0.253
68 H 11.80584 0.31828 -2.63658  0.236
69 H 12.36838 0.77673 -1.00128  0.140
70 H 10.17105 0.11510 -1.03440  0.247
71 C 0.17722 -4.78407 -0.00358  -0.260
72 O 1.09229 -5.62084 -0.70381  -0.531
73 H -0.39772 -5.40114 0.68280  0.319
74 H 0.72254 -4.02769 0.56272  0.042
75 H -0.50433 -4.30036 -0.70918  0.159
76 H 1.59197 -5.06194 -1.30552  0.300
77 C -9.30283 -1.00886 5.87732  -0.307
78 O -8.96385 -1.14608 4.50087  -0.476
79 H -9.14728 0.02633 6.17537  0.292
80 H -10.34975 -1.27492 6.02997  0.071
81 H -8.66248 -1.65859 6.48004  0.119
82 H -9.10944 -2.06846 4.26637  0.273
83 C -8.62026 -4.82009 6.74906  -0.635
84 O -8.92544 -4.28777 5.46213  -0.405
85 H -8.14468 -4.04012 7.33828  0.238
86 H -9.53610 -5.14181 7.25158  0.281
87 H -7.93606 -5.66622 6.65366  0.278
88 H -9.34430 -4.98831 4.95397  0.262
89 C 11.60413 3.38625 1.30048  -0.525
90 O 11.02110 2.44952 0.39986  -0.418
91 H 12.48350 3.82098 0.83221  0.231
92 H 10.88713 4.18181 1.52459  0.158
93 H 11.90001 2.88046 2.22261  0.297
94 H 10.24826 2.07842 0.83591  0.268
95 C 7.73749 4.98191 2.09087  -0.570
96 O 7.55663 3.93332 1.14017  -0.432
97 H 6.75796 5.34237 2.39507  0.240
98 H 8.27025 4.60487 2.96766  0.258
99 H 8.29838 5.80286 1.63760  0.263
100 H 8.42967 3.62603 0.87879  0.245
101 C -12.54399 -3.23301 6.13069  -0.382
102 O -12.35892 -2.05032 6.90140  -0.528
103 H -11.57936 -3.72592 6.02503  0.017
104 H -13.24066 -3.90780 6.63524  0.317
105 H -12.93010 -2.98162 5.13926  0.285
106 H -13.21738 -1.62607 6.98554  0.297

What did we get for E? Answer: -28120.1257; -7284.8468; -9471.6019; -104728.1542 eV, in the order shown.